Computed, not measured: C25H33MnN6PS6Si as an isolated structure in a non-equilibrium geometry, with ωB97M-V/def2-TZVPD.

Element x y z (Å)
Mn -0.3335 0.1019 0.1114
S -3.0193 4.0885 1.2920
S -1.2541 4.7680 -0.8962
S -0.0553 -1.5798 2.9683
S -2.9105 6.9058 0.3375
S -0.2259 1.9654 -1.2282
S -2.1876 1.2011 1.3553
P 1.8543 0.6428 0.6525
Si 3.1761 -0.3920 -2.4624
N 2.0115 2.6201 2.9949
N 3.6821 2.7022 1.2512
N 3.6661 0.8579 2.8018
N -0.5445 -1.4740 1.3424
N -1.0978 -1.3051 -1.2562
N -1.4092 -3.6887 1.4773
C -2.4021 5.3516 0.2711
C 1.0478 1.9077 2.1014
C -1.7269 -2.2318 -3.3693
C -1.3112 -1.1921 -2.5654
C 2.9529 -0.1154 1.9736
C 2.9509 2.0713 0.1513
C -1.0635 -2.5655 0.7455
C 1.9331 0.3143 -3.6875
C 4.7268 0.6937 -2.5430
C -2.9907 -4.5382 4.6994
C -1.2724 -2.6461 3.6475
C -1.6398 -2.5747 4.9815
C 2.9053 3.4922 2.1421
C -1.3247 -2.5231 -0.6454
C 3.7101 -2.1443 -2.9469
C -1.9720 -3.4775 -2.7637
C -1.7772 -3.6473 2.8208
C 2.8631 1.5950 3.7150
C -2.6470 -4.5911 3.3588
C -1.2542 3.0883 -0.3903
C 4.4896 1.7540 2.0013
C -2.4921 -3.5298 5.5132
C -2.0706 2.7637 0.6405
C -1.7900 -3.6189 -1.4159
C 2.3698 -0.6452 -0.7617
H 2.8433 -2.7979 -3.0692
H -2.7706 -3.4840 6.5575
H -1.8643 -2.0780 -4.4292
H 2.2677 4.1822 1.5912
H 3.5637 4.0480 2.8141
H 2.1872 0.9288 4.2492
H 3.4980 2.1356 4.4215
H 0.3498 1.3420 2.7202
H 2.3371 2.8211 -0.3515
H 5.4600 0.4503 -1.7696
H 5.0840 1.1615 1.3068
H 4.4992 1.7591 -2.4780
H -1.8469 -4.4214 0.9487
H -1.9828 -4.5796 -0.9569
H -1.1507 -0.2008 -2.9764
H -3.6639 -5.2806 5.1067
H 2.4186 0.5851 -4.6276
H 1.4599 1.2140 -3.2855
H 1.4081 -1.1037 -1.0394
H 1.1419 -0.4025 -3.9180
H 3.6831 1.6982 -0.5582
H -3.0477 -5.3688 2.7178
H 2.3462 -0.7523 2.6152
H -2.3056 -4.3177 -3.3584
H 4.2769 -2.1617 -3.8810
H -1.2390 -1.7796 5.5979
H 0.4708 2.6612 1.5589
H 5.2053 0.5243 -3.5107
H 2.9033 -1.4577 -0.2595
H 3.7019 -0.7448 1.4944
H 5.1640 2.3027 2.6645
H 4.3408 -2.5799 -2.1684
H 1.5227 3.1994 3.6817

As for the spin multiplicity: 6. For the molar mass, the calculation gives 723.98 g mol⁻¹. Its total energy is -148898.9652 eV.

Löwdin atomic charge list, values in e, 5 entries: 0.268, 0.885, 0.871, 0.965, 0.506



Computed, not measured: a 13-piece molecular cluster, C13H39N13O26 overall in a non-equilibrium geometry, with ωB97M-V/def2-TZVPD.

Element x y z (Å)
O 9.6317 7.7201 10.4764
O 14.2871 9.8616 10.1368
O 13.2824 5.7897 8.5859
O 16.5014 6.2936 12.0550
O 14.9526 13.1500 6.1402
O 14.9436 11.9564 16.6011
O 12.2431 8.2999 13.7357
O 13.0778 9.9117 6.4473
O 14.2393 14.0135 7.9690
O 13.9692 11.8495 10.8916
O 10.9917 16.2826 12.8027
O 8.2996 12.3821 8.4439
O 12.1370 10.6602 8.2807
O 9.9571 14.9705 10.0545
O 12.7595 16.3336 11.5768
O 9.0727 7.9188 12.5760
O 11.5805 7.3481 15.5491
O 9.2570 11.8030 13.4864
O 6.6452 11.2657 9.2048
O 15.7047 11.1268 14.7708
O 11.2256 13.1737 9.5418
O 14.4299 6.9596 11.7815
O 11.3024 11.3403 14.0604
O 13.4403 6.1691 6.4835
O 18.4597 9.3037 10.4192
O 16.9256 9.8645 9.0872
N 12.3877 10.7587 7.0300
N 18.1126 9.8977 9.4125
N 10.8381 14.3727 9.3892
N 7.8355 11.5478 9.1777
N 8.8164 7.5831 11.4122
N 10.0728 11.1876 14.1837
N 15.6074 7.1474 12.1093
N 13.7808 6.3784 7.6627
N 11.9108 15.7008 12.1965
N 13.5615 10.7280 10.6156
N 14.9473 13.2678 7.3702
N 11.9324 7.2925 14.3571
N 14.8488 11.2194 15.6059
C 15.8853 8.5173 12.7013
C 15.8906 12.4166 8.1434
C 11.5395 15.1699 8.3725
C 14.9038 7.2782 7.8379
C 12.0323 14.2612 12.3497
C 13.6542 10.3257 15.5726
C 9.5432 10.0744 15.0316
C 19.0465 10.7794 8.6586
C 11.7329 11.8606 6.2263
C 11.8869 5.9863 13.5946
C 8.7244 11.0483 10.3252
C 7.4726 7.0303 11.1488
C 12.2748 10.3668 11.2133
H 10.0544 10.0417 15.9937
H 11.0448 13.9001 12.0624
H 16.5626 8.4153 13.5492
H 15.4158 7.5288 6.9089
H 9.3923 11.8805 10.5475
H 19.1642 10.2233 7.7285
H 13.4698 10.3060 14.4985
H 16.8238 12.2930 7.5939
H 14.4166 8.1648 8.2437
H 10.8377 15.9157 7.9992
H 12.8093 5.4445 13.8039
H 19.9357 10.7976 9.2888
H 6.7741 7.8553 11.0088
H 12.7860 13.7863 11.7217
H 7.5738 6.2848 10.3601
H 12.5775 12.2960 5.6923
H 10.9559 5.4526 13.7858
H 13.9495 9.3450 15.9455
H 11.7742 14.4236 7.6135
H 16.0217 12.9432 9.0887
H 11.8276 9.6279 10.5483
H 18.6009 11.7732 8.7031
H 11.9560 6.1606 12.5209
H 15.3424 11.4753 8.1827
H 12.1903 13.9572 13.3845
H 12.4604 15.5142 8.8432
H 16.4057 9.1660 11.9967
H 12.8237 10.7829 16.1106
H 14.9991 9.0224 13.0855
H 9.7359 9.0889 14.6077
H 8.1495 10.7919 11.2151
H 11.5966 11.2078 11.3577
H 7.0692 6.5497 12.0401
H 8.4694 10.2567 15.0730
H 12.4087 9.8847 12.1816
H 11.2163 12.5773 6.8647
H 11.0456 11.3747 5.5337
H 15.6995 6.8783 8.4664
H 9.2128 10.1243 10.0157

The relative energy (zero: lowest compared OMol25 entry of this formula, charge and spin) is 46.0 kcal/mol. As for the spin multiplicity: 1. For the molar mass, the calculation gives 793.52 g mol⁻¹. Its total energy is -86681.9386 eV.

Löwdin atomic charge list, values in e, 5 entries: 0.053, 0.034, 0.074, 0.054, 0.042



Computed, not measured: a 2-piece molecular cluster, C24H40B2Cl3N4O8S overall in a non-equilibrium geometry, with ωB97M-V/def2-TZVPD.

Element x y z (Å)
Cl -6.7470 -2.1981 -6.6965
Cl -3.8703 -1.8789 -6.4428
Cl -4.9741 -3.4490 -8.6295
S 0.3224 2.9026 -5.0994
O -0.2458 1.7417 -0.7436
O 2.6819 1.8166 2.2253
O 0.0283 -2.8229 -0.5537
O 3.7318 -0.5975 -2.8848
O 0.1248 0.5600 -6.4592
O -1.3082 -4.5909 -0.1381
O 4.5889 -0.2687 -0.6900
O 2.2313 -0.2349 -1.0710
N -1.6455 1.0807 -5.2902
N -1.8743 -0.1329 -5.9267
N 1.0088 0.6576 0.8488
N -1.4870 0.7423 4.9525
C -1.5625 1.0229 1.0541
C -3.6630 1.1563 5.0578
C -0.2016 -4.1415 -0.2664
C 1.0576 -4.9593 -0.1556
C -0.4634 1.4382 -5.6294
C -2.6853 0.5968 4.2930
C -0.8296 -0.3793 -6.6051
C 0.0631 2.6690 -3.3235
C 0.5661 3.2026 1.8720
C 2.3391 -4.2877 -0.6470
C -5.1756 -2.9602 -6.9443
C -3.0596 1.6504 6.2396
C -0.7094 -0.5534 -0.6716
C 1.3744 4.3861 2.4452
C -0.3557 0.6594 0.1978
C 1.3320 -0.8921 2.9448
C -0.1530 0.3436 4.5650
C 1.1091 1.9536 -1.1752
C 1.1186 1.7585 -2.6873
C -1.7285 1.3736 6.1400
C 1.8976 0.9105 -0.3766
C -0.9164 -1.9048 0.0202
C -0.0792 -0.8185 3.5697
C 1.5729 -0.6162 1.4628
B 1.4364 1.9192 1.7000
B 3.5409 -0.3588 -1.5566
H -0.9174 2.2192 -3.2135
H 0.4282 1.2098 4.2201
H 1.2879 -1.4726 0.8641
H -0.7117 -1.8809 1.0890
H -2.2302 0.1753 1.1877
H -4.7111 1.2159 4.8215
H 2.7026 1.8893 3.1860
H -0.0169 -0.6886 -1.4951
H -0.9055 -0.8137 2.8667
H 2.2257 -3.8453 -1.6335
H 2.8351 1.3940 -0.0831
H -0.2062 -1.7233 4.1629
H -0.6448 -1.2389 -7.2235
H -2.1144 1.8004 0.5363
H 0.8645 0.7265 -2.9218
H 0.0818 3.5194 0.9503
H 2.6517 -0.5448 1.3493
H 1.7315 4.1450 3.4461
H -1.9316 -2.2621 -0.1222
H 2.0952 1.9706 -3.1242
H -1.3002 1.3900 2.0398
H -2.7814 0.1011 3.3470
H 0.0595 3.6572 -2.8658
H 2.7455 -3.5681 0.0622
H 0.3324 0.0040 5.4806
H 3.1049 -5.0572 -0.7509
H 5.3431 0.1608 -1.1100
H 1.4694 2.9653 -0.9732
H -3.5585 2.1527 7.0488
H -0.9720 1.5977 6.8730
H 2.9812 -1.0779 -3.2515
H -0.2133 2.9752 2.6070
H 2.2094 4.6516 1.8043
H -1.6550 -0.2750 -1.1338
H 1.1781 -5.2736 0.8808
H 0.9016 -5.8702 -0.7315
H 1.9941 -0.2899 3.5673
H 0.7009 5.2295 2.5730
H -5.1396 -3.8527 -6.3346
H 1.6946 -1.9117 3.0797

As for the spin multiplicity: 1. As for the charge: +1. For the molar mass, the calculation gives 672.65 g mol⁻¹. Its total energy is -97629.8556 eV.

Löwdin atomic charge list, values in e, 5 entries: 0.522, 0.558, 0.517, 1.017, -0.045



Computed, not measured: C32H25CaCl3N7O5S as an isolated structure, with ωB97M-V/def2-TZVPD.

Element x y z (Å)
Ca 0.3867 -0.2705 -0.9055
Cl 4.6037 -0.4913 1.5526
Cl 3.4387 -2.5554 -0.1026
Cl 4.0141 -3.0764 2.6721
S 0.9724 2.9743 1.1718
O -2.7393 2.2791 2.9164
O 0.0536 -2.1109 -5.0743
O 1.4524 -1.8061 2.8580
O 1.5720 -0.4682 1.0620
O -1.3950 1.3926 -0.9207
N -1.4789 -0.6080 0.7532
N 2.5374 0.4973 -1.8986
N -0.0571 -2.6870 -0.0905
N -1.8952 -1.3198 -2.2784
N -0.0466 1.9268 3.3854
N 0.7310 -1.1375 -3.0882
N -2.0490 0.5566 1.0897
C -2.8544 3.7695 -0.4293
C 1.9934 -1.3223 1.8752
C 0.1217 -5.0576 -0.2226
C -0.5559 -5.1916 0.9849
C 2.1028 -1.3035 -3.5047
C 2.2858 1.7227 3.2388
C -4.1037 -0.5730 -2.7879
C 4.3646 -0.2389 -3.2356
C -1.0204 -4.0444 1.6177
C -2.5129 -0.8904 -4.5460
C -1.5852 -1.2585 -3.5764
C 3.0244 -0.2999 -2.8467
C 2.2962 1.0560 4.4254
C -3.5984 4.3459 2.1732
C -3.4667 4.9710 -0.1581
C -3.8398 5.2452 1.1635
C -0.1565 -1.5632 -3.9783
C -1.3666 -1.5699 1.5714
C 3.3574 1.3782 -1.3037
C 1.0701 2.1733 2.6498
C 5.2023 0.6713 -2.6275
C 4.6876 1.5051 -1.6398
C -0.7735 -2.8128 1.0244
C -0.0552 1.2735 4.5693
C -3.7806 -0.5266 -4.1355
C -2.9603 3.1007 1.9339
C -2.6142 2.8249 0.5743
C 3.4513 -1.8509 1.5268
C -3.1274 -0.9908 -1.8970
C 0.3486 -3.7818 -0.7129
C -1.9641 1.5759 0.1614
C 1.0940 0.8179 5.1284
H -3.8772 4.5655 3.1966
H -1.0357 1.1520 5.0087
H -0.9749 2.2153 3.0279
H 2.2141 -1.2304 -4.5927
H 5.3070 2.2294 -1.1290
H -2.5399 3.5197 -1.4354
H -1.7164 -1.5589 2.6031
H 4.7248 -0.9058 -4.0087
H -1.5706 -4.0864 2.5482
H 3.2346 0.6909 4.8252
H -3.3266 -1.0657 -0.8339
H 1.0768 0.2725 6.0592
H -4.5192 -0.2048 -4.8605
H 6.2452 0.7334 -2.9137
H 0.8867 -3.6225 -1.6413
H -5.0856 -0.2842 -2.4377
H 0.4777 -5.9195 -0.7695
H -0.7292 -6.1707 1.4121
H -2.3563 0.8518 2.0414
H -2.2176 -0.8914 -5.5856
H 2.4887 -2.3054 -3.2471
H -4.3229 6.1875 1.3986
H -3.6523 5.6884 -0.9464
H 3.1932 1.9024 2.6847
H 2.9109 1.9865 -0.5228

The relative energy (zero: lowest compared OMol25 entry of this formula, charge and spin) is 16.8 kcal/mol. As for the spin multiplicity: 1. As for the charge: -1. For the molar mass, the calculation gives 766.10 g mol⁻¹. Its total energy is -121107.7439 eV.

Löwdin atomic charge list, values in e, 5 entries: 1.356, 0.599, 0.630, 0.579, 0.641